No. 1
# C38H80N8O6

A cluster of 6 separate species, C38H80N8O6 in total (ωB97M-V/def2-TZVPD, OMol25).

Properties
* HOMO level: -8.39 eV
* SMILES: [H]/N=C\Cc1cnc2c(CCC)ccc(CCCCOC)c2n1.COC[C@@H](C)N.COC[C@@H](C)N.COC[C@@H](C)N.COC[C@@H](C)N.COC[C@@H](C)N
* E_LUMO: -0.10 eV
* HOMO-LUMO gap: 8.29 eV

```
132
C38H80N8O6, DFT ωB97M-V/def2-TZVPD
H -4.527 -3.178 0.899
N -4.872 -3.148 -0.074
C -4.858 -1.920 -0.412
C -4.416 -0.859 0.610
C -2.908 -0.760 0.757
C -2.308 -1.125 1.997
N -1.022 -1.093 2.265
C -0.307 -0.617 1.204
C 1.114 -0.488 1.354
C 1.791 -0.922 2.667
C 2.428 -2.334 2.413
C 2.113 -3.325 3.585
C 1.908 0.003 0.372
C 1.293 0.377 -0.873
C -0.036 0.241 -1.082
C -0.653 0.639 -2.409
C -1.139 -0.536 -3.317
C -0.630 -1.950 -2.933
C 0.803 -2.256 -3.450
O 1.782 -2.233 -2.417
C 2.991 -1.670 -2.888
C -0.869 -0.248 -0.030
N -2.210 -0.338 -0.272
H -5.206 -1.670 -1.422
H -4.767 0.131 0.269
H -4.911 -1.048 1.572
H -2.975 -1.465 2.798
H 2.585 -0.186 2.853
H 1.063 -0.988 3.480
H 2.017 -2.794 1.505
H 3.522 -2.270 2.339
H 1.280 -3.996 3.325
H 2.971 -3.954 3.857
H 1.799 -2.758 4.473
H 2.984 0.130 0.492
H 1.944 0.772 -1.654
H 0.000 1.341 -2.950
H -1.552 1.232 -2.161
H -0.737 -0.334 -4.337
H -2.229 -0.582 -3.442
H -1.271 -2.662 -3.482
H -0.746 -2.204 -1.872
H 1.063 -1.635 -4.324
H 0.779 -3.297 -3.836
H 3.529 -2.361 -3.562
H 2.817 -0.727 -3.440
H 3.651 -1.417 -2.045
C 4.648 2.950 2.150
O 5.216 1.898 1.384
C 6.514 2.157 0.886
C 7.639 1.885 1.897
C 7.785 2.975 2.953
N 7.465 0.592 2.568
H 4.941 3.936 1.775
H 4.924 2.844 3.200
H 3.562 2.864 2.085
H 6.645 1.472 0.043
H 6.579 3.173 0.476
H 8.578 1.852 1.335
H 7.000 2.930 3.707
H 8.737 2.867 3.477
H 7.767 3.968 2.499
H 7.460 -0.145 1.868
H 6.518 0.574 2.943
C -3.852 -6.884 5.520
O -2.902 -6.557 4.522
C -3.225 -7.009 3.219
C -4.182 -6.089 2.445
C -5.637 -6.212 2.886
N -3.777 -4.683 2.536
H -4.316 -7.857 5.339
H -4.620 -6.110 5.592
H -3.330 -6.921 6.477
H -2.275 -7.036 2.678
H -3.599 -8.040 3.248
H -4.138 -6.387 1.393
H -5.825 -5.720 3.841
H -6.293 -5.743 2.151
H -5.933 -7.259 2.975
H -2.838 -4.587 2.156
H -3.658 -4.464 3.523
C 0.099 0.903 -6.759
O -1.179 1.484 -6.594
C -1.189 2.718 -5.896
C -0.876 3.944 -6.768
C 0.607 4.099 -7.091
N -1.636 3.928 -8.020
H 0.748 1.091 -5.898
H 0.574 1.265 -7.675
H -0.034 -0.175 -6.863
H -2.207 2.831 -5.519
H -0.533 2.671 -5.016
H -1.178 4.829 -6.200
H 0.944 3.389 -7.846
H 0.804 5.098 -7.482
H 1.220 3.966 -6.196
H -2.630 3.918 -7.797
H -1.478 3.024 -8.460
C -8.196 2.506 -5.104
O -7.203 3.093 -4.281
C -6.020 2.328 -4.136
C -5.007 2.497 -5.280
C -5.382 1.735 -6.546
N -4.801 3.911 -5.619
H -8.213 1.417 -5.009
H -8.048 2.789 -6.149
H -9.163 2.898 -4.789
H -5.551 2.691 -3.217
H -6.261 1.271 -3.968
H -4.054 2.088 -4.930
H -6.190 2.218 -7.097
H -4.525 1.679 -7.219
H -5.688 0.713 -6.313
H -4.461 4.399 -4.794
H -5.717 4.322 -5.780
C 5.184 3.542 8.757
O 5.938 2.598 8.019
C 5.276 1.372 7.765
C 4.335 1.397 6.550
C 3.007 2.098 6.822
N 4.969 2.019 5.383
H 4.543 3.060 9.501
H 4.582 4.164 8.090
H 5.885 4.197 9.276
H 6.072 0.651 7.557
H 4.759 1.018 8.665
H 4.105 0.357 6.297
H 3.109 3.183 6.853
H 2.292 1.868 6.031
H 2.575 1.766 7.768
H 5.808 1.493 5.147
H 5.330 2.924 5.680
```

Löwdin population analysis, charges in e, atoms 1 to 5: number 1, H, carries 0.01; number 2, N, carries 0.09; number 3, C, carries -0.23; number 4, C, carries -0.13; number 5, C, carries -0.25

=====

No. 2
# C4H5B

The molecule C4H5B (ωB97M-V/def2-TZVPD, OMol25).

Properties
* HOMO level (spin up / spin down): -6.88 / -8.93 eV
* spin multiplicity: 3
* <S²>: 2.04
* E_LUMO (spin up / spin down): 0.71 / -2.10 eV
* HOMO-LUMO gap (spin up / spin down): 7.59 / 6.84 eV

```
10
C4H5B, DFT ωB97M-V/def2-TZVPD
B -0.425 0.723 -1.471
C -0.086 -0.676 -1.104
C -0.044 1.255 0.948
C 0.217 -0.992 0.196
C 0.227 -0.010 1.251
H -0.711 1.468 -2.297
H -0.066 -1.502 -1.811
H -0.053 2.124 1.574
H 0.479 -2.011 0.463
H 0.463 -0.378 2.251
```

Löwdin population analysis, charges in e, atoms 1 to 5: number 1, B, carries 0.14; number 2, C, carries -0.16; number 3, C, carries 0.11; number 4, C, carries -0.20; number 5, C, carries -0.22

=====

No. 3
# Cl2H3N2OP

The molecule Cl2H3N2OP (ωB97M-V/def2-TZVPD, OMol25).

Properties
* HOMO level: -9.68 eV
* SMILES: NNP(=O)(Cl)Cl
* E_LUMO: 0.41 eV
* HOMO-LUMO gap: 10.10 eV

```
9
Cl2H3N2OP, DFT ωB97M-V/def2-TZVPD
N 0.398 0.586 0.129
N -0.712 -0.065 0.612
P -0.191 -1.146 1.917
O 0.808 -2.126 1.568
Cl -1.887 -1.840 2.592
Cl 0.444 0.090 3.324
H 0.697 1.227 0.887
H 1.184 -0.130 0.221
H -1.519 0.561 0.998
```

Löwdin population analysis, charges in e, atoms 1 to 5: number 1, N, carries -0.10; number 2, N, carries -0.32; number 3, P, carries -0.25; number 4, O, carries -0.37; number 5, Cl, carries 0.40

=====

No. 4
# C7H10

A structure of composition C7H10 (ωB97M-V/def2-TZVPD, OMol25).

Properties
* HOMO level (spin up / spin down): -7.67 / -7.80 eV
* E_LUMO (spin up / spin down): -0.20 / 0.18 eV
* HOMO-LUMO gap (spin up / spin down): 7.47 / 7.98 eV

```
17
C7H10, DFT ωB97M-V/def2-TZVPD
C 1.451 -0.603 -0.155
C 0.738 0.717 0.275
C -0.148 0.945 -0.838
C -1.026 -0.263 -0.712
C -1.647 0.043 0.687
C -0.224 -0.193 1.179
C 0.042 -1.197 0.032
H 1.932 -0.600 -1.138
H 2.131 -0.986 0.615
H 1.587 1.695 -0.172
H 1.638 1.762 -1.162
H -0.293 1.834 -1.434
H -1.640 -0.586 -1.554
H -2.108 1.026 0.837
H -2.335 -0.751 0.995
H 0.062 -0.383 2.214
H -0.148 -2.271 0.132
```

Löwdin population analysis, charges in e, atoms 1 to 5: number 1, C, carries -0.12; number 2, C, carries -0.29; number 3, C, carries -0.07; number 4, C, carries -0.19; number 5, C, carries -0.09

=====

One value per record, in order, for electronic energy: -64905.539, -4899.341, -39411.229, -7413.312 eV.
One value per record, in order, for energy relative to the best compared isomer or geometry (same formula, charge and spin): 0.0, 63.4, 35.5, 745.2 kJ/mol.
One value per record, in order, for F_max: 1.9, 2.8, 5.0, 0.4 eV/Å.